1.
C5H9NO2 | wB97M-V/def2-TZVPD

Each line ends with the Löwdin charge.
Geometry (Å):
O -2.2856 1.0606 -0.0741  0.106
C -1.5275 0.1125 0.0793  -0.470
O -1.9679 -1.1517 -0.2225  0.078
C -0.1059 0.0750 0.5138  -0.249
C 0.7076 1.3002 -0.0482  -0.088
C 2.1319 0.6396 -0.2662  -0.199
C 2.0320 -0.7944 0.1050  -0.245
N 0.6234 -1.1222 -0.0233  -0.038
H -1.3711 -1.8153 0.1801  0.107
H -0.1389 0.0350 1.6218  0.168
H 0.1160 1.7389 -0.8891  0.122
H 0.6990 2.0874 0.7137  0.107
H 2.9336 1.1372 0.2843  0.101
H 2.4434 0.8653 -1.2948  0.103
H 2.7254 -1.4956 -0.5037  0.147
H 2.4531 -0.7512 1.1360  0.122
H 0.3755 -1.2153 -1.0140  0.129

For the HOMO energy, the calculation gives -9.921 eV. Its relative energy (zero: lowest compared OMol25 entry of this formula, charge and spin) is 0.978 eV. The calculation puts the HOMO-LUMO gap at 0.392 Ha. The total energy comes out at -401.140833 hartree. As for the SMILES: O=C(O)[C@@H]1CCCN1.

=====

2.
C28H49BiN2O2P3 | wB97M-V/def2-TZVPD

Each line ends with the Löwdin charge.
Geometry (Å):
Bi -0.3743 -0.4554 0.1839  1.408
P -1.2364 0.5145 -2.1636  0.716
P -0.9762 2.1289 1.7390  0.750
P -3.2064 -0.5687 0.8845  0.721
H 0.2317 -8.9686 1.5405  0.076
C -0.7525 -8.9705 1.0691  -0.074
C -0.9275 -8.9611 -0.2555  -0.064
H -0.0855 -8.9921 -0.9512  0.075
C 0.1530 0.4494 -3.3463  -0.219
C -1.7437 2.2761 -2.2286  -0.207
C -2.6045 -0.3897 -2.9662  -0.222
C -0.9400 1.9553 3.5686  -0.256
C 0.4501 3.2406 1.4239  -0.276
C -2.3623 3.3334 1.5539  -0.234
C -3.8902 -2.1579 0.3001  -0.246
C -4.4870 0.6334 0.3597  -0.233
C -3.4463 -0.6708 2.6960  -0.244
H -1.6127 -9.0425 1.7431  0.068
H -1.9330 -9.0037 -0.6898  0.071
H 0.6785 -0.5102 -3.2461  0.067
H 0.8725 1.2553 -3.1493  0.024
H -0.2299 0.5446 -4.3740  0.080
H -0.9209 2.9241 -1.8921  0.042
H -2.6178 2.4561 -1.5861  0.036
H -1.9996 2.5391 -3.2680  0.084
H -2.3976 -1.4684 -2.9499  0.057
H -2.6893 -0.0541 -4.0103  0.080
H -3.5586 -0.2079 -2.4522  0.044
H -0.8740 2.9612 4.0059  0.069
H -0.0585 1.3683 3.8599  0.056
H -1.8408 1.4483 3.9436  0.031
H 0.3825 4.1702 2.0102  0.076
H 0.4620 3.4850 0.3524  0.029
H 1.3864 2.7169 1.6730  0.053
H -2.6912 3.6600 2.5536  0.069
H -3.2066 2.8664 1.0266  0.001
H -2.0220 4.2090 0.9804  0.063
H -4.9846 -2.1527 0.3980  0.071
H -3.4771 -2.9887 0.8870  0.052
H -3.6196 -2.3102 -0.7519  0.039
H -5.4411 0.1072 0.2228  0.073
H -4.2075 1.1024 -0.5924  0.023
H -4.6265 1.4143 1.1169  0.049
H -4.4160 -1.1416 2.9088  0.077
H -3.4196 0.3234 3.1609  0.033
H -2.6506 -1.2876 3.1357  0.056
C -0.7732 -3.8243 0.0439  -0.385
C -0.5219 -4.0309 1.4301  0.008
C -0.9046 -5.2143 2.0294  -0.010
C -1.5669 -6.1742 1.2784  -0.011
C -1.7209 -6.0383 -0.1012  -0.021
C -1.3359 -4.8695 -0.7365  0.042
O -0.5524 -2.6726 -0.5363  -0.287
H 0.5870 -1.2038 1.5207  -0.047
H -0.0783 -3.2219 2.0033  0.082
H -0.6878 -5.3859 3.0798  0.135
H -1.8733 -7.0925 1.7645  0.097
H -2.0714 -6.8755 -0.7004  0.105
H -1.4758 -4.7055 -1.8020  0.135
C 5.7952 3.3300 -0.6161  0.034
N 4.8633 2.2629 -0.3296  -0.061
N 3.5761 2.3190 -0.7160  0.056
C 2.9450 1.1365 -0.3843  -0.403
O 1.6985 0.9649 -0.5346  -0.242
C 3.9868 0.3028 0.1265  0.064
C 5.1413 1.0388 0.1540  -0.243
C 6.4976 0.6719 0.6118  0.001
C 2.9531 3.5464 -1.1146  -0.201
C 2.2117 3.5773 -2.3046  -0.020
C 1.4986 4.7331 -2.6278  -0.067
C 1.5233 5.8413 -1.7688  -0.053
C 2.3178 5.8140 -0.6132  -0.048
C 3.0560 4.6733 -0.3011  -0.036
H 5.6080 4.2061 0.0175  0.093
H 5.7514 3.6341 -1.6710  0.122
H 6.8024 2.9593 -0.3994  0.102
H 3.8680 -0.7086 0.4538  0.113
H 7.2491 0.7172 -0.1926  0.107
H 6.8482 1.3099 1.4394  0.109
H 6.4858 -0.3626 0.9866  0.100
H 2.2554 2.7200 -2.9679  0.106
H 0.9350 4.7776 -3.5634  0.117
H 0.9492 6.7341 -2.0159  0.119
H 2.3814 6.6844 0.0457  0.125
H 3.6886 4.6442 0.5881  0.122

For the HOMO energy (spin up / spin down), the calculation gives -15.449 / -15.453 eV. The calculation puts the HOMO-LUMO gap (spin up / spin down) at 0.177 / 0.187 Ha. The total energy comes out at -2593.923524 hartree. As for the charge: +3.

=====

3.
C23H26N2O5S | wB97M-V/def2-TZVPD

Each line ends with the Löwdin charge.
Geometry (Å):
C 1.9168 1.0679 -6.4300  -0.034
O 1.0972 0.1477 -5.7212  -0.045
C 0.2588 0.6874 -4.8408  -0.494
O 0.0448 1.8662 -4.7389  0.122
C -0.5110 -0.3641 -4.0242  -0.199
C -0.0188 -1.7904 -4.2921  -0.205
C -0.8068 -2.8399 -3.5249  -0.459
S -0.4443 -2.8129 -1.7288  0.822
C -1.1750 -4.4224 -1.3045  -0.411
N -0.3586 -0.0055 -2.6334  0.100
C 0.8513 0.3649 -2.1813  -0.436
O 1.8197 0.4728 -2.9168  0.084
C 0.9442 0.6163 -0.7137  -0.010
C 2.1690 0.9058 -0.1899  0.101
C 2.3598 1.1208 1.1938  -0.069
C 1.2665 1.0183 2.0295  -0.112
N 0.0496 0.7584 1.5101  0.105
C -1.1026 0.6825 2.3574  -0.235
C -1.6725 1.8431 2.8575  -0.001
C -2.7981 1.7616 3.6557  -0.028
C -3.3723 0.5324 3.9576  -0.273
C -4.6075 0.4531 4.7996  -0.049
C -2.7948 -0.6193 3.4356  -0.025
C -1.6687 -0.5518 2.6372  0.006
C -0.2135 0.5472 0.1428  -0.335
O -1.3710 0.3393 -0.1926  0.062
C 1.3951 1.1715 3.5133  -0.104
C 2.8172 0.8462 3.9601  -0.175
C 3.8099 1.6979 3.1823  -0.107
C 3.7075 1.4501 1.6908  -0.362
O 4.6649 1.5422 0.9575  0.099
H 2.6082 1.5469 -5.7348  0.102
H 2.4584 0.4856 -7.1709  0.092
H 1.3030 1.8338 -6.9089  0.094
H -1.5717 -0.2689 -4.2827  0.168
H -0.1047 -1.9953 -5.3605  0.122
H 1.0354 -1.8458 -4.0175  0.119
H -0.5315 -3.8358 -3.8744  0.076
H -1.8823 -2.6965 -3.6497  0.082
H -2.2296 -4.4235 -1.5655  0.032
H -1.0592 -4.5482 -0.2334  0.022
H -0.6495 -5.2157 -1.8297  0.029
H -1.1329 -0.0503 -1.9778  0.103
H 3.0240 0.9692 -0.8485  0.139
H -1.2422 2.8024 2.6109  0.127
H -3.2417 2.6672 4.0424  0.114
H -4.6582 1.2860 5.4966  0.078
H -4.6393 -0.4799 5.3571  0.078
H -5.4906 0.4937 4.1615  0.088
H -3.2354 -1.5812 3.6524  0.115
H -1.2294 -1.4462 2.2222  0.127
H 0.6749 0.5250 4.0196  0.126
H 1.1549 2.2045 3.7866  0.136
H 2.9186 1.0308 5.0307  0.116
H 3.0236 -0.2108 3.7784  0.127
H 4.8365 1.5065 3.4971  0.124
H 3.6038 2.7595 3.3511  0.133

For the HOMO energy, the calculation gives -8.319 eV. Its relative energy (zero: lowest compared OMol25 entry of this formula, charge and spin) is 0.093 eV. The calculation puts the HOMO-LUMO gap at 0.312 Ha. The total energy comes out at -1776.013957 hartree. As for the SMILES: COC(=O)[C@@H](CCSC)NC(=O)c1cc2c(n(-c3ccc(C)cc3)c1=O)CCCC2=O.

=====

4.
C17H15N3O3S | wB97M-V/def2-TZVPD

Each line ends with the Löwdin charge.
Geometry (Å):
C -1.3190 -2.9840 -1.4609  -0.099
C -0.9763 -3.4912 -0.0659  -0.250
C 0.5308 -3.6306 0.1513  -0.204
C 1.2556 -2.3381 0.0773  -0.559
N 0.7428 -1.1702 0.1852  0.099
C 1.6662 -0.1808 0.0829  -0.253
C 2.9603 -0.6030 -0.0988  -0.471
S 3.0068 -2.3264 -0.1651  1.105
C 4.1353 0.2963 -0.3073  -0.172
C 3.9337 1.6405 0.4116  -0.082
C 2.5216 2.0755 0.2451  -0.203
O 2.1254 3.3486 0.2208  0.045
N 0.7807 3.3855 0.0841  0.115
C 0.3328 2.1478 0.0359  -0.168
C -1.0928 1.8916 -0.1093  -0.130
C -1.9158 2.8909 -0.6346  -0.005
C -3.2745 2.6801 -0.7873  -0.052
C -3.8380 1.4745 -0.4094  0.007
C -3.0179 0.4930 0.1340  -0.140
N -3.6057 -0.7468 0.5675  -0.350
O -4.7094 -1.0265 0.1476  0.083
O -2.9667 -1.4356 1.3352  0.070
C -1.6518 0.6821 0.2857  0.070
C 1.4301 1.2428 0.1393  -0.023
H -0.9252 -3.6542 -2.2230  0.073
H -2.3978 -2.9259 -1.5832  0.070
H -0.9006 -1.9932 -1.6208  0.061
H -1.3865 -2.8131 0.6824  0.075
H -1.4333 -4.4709 0.0844  0.111
H 0.9582 -4.3126 -0.5894  0.111
H 0.7134 -4.0688 1.1383  0.120
H 5.0484 -0.1830 0.0474  0.113
H 4.2516 0.4706 -1.3839  0.128
H 4.6163 2.3953 0.0217  0.128
H 4.1356 1.5249 1.4823  0.135
H -1.4656 3.8290 -0.9183  0.113
H -3.8981 3.4584 -1.1994  0.109
H -4.8950 1.2835 -0.5137  0.119
H -1.0395 -0.1129 0.6858  0.099

For the HOMO energy, the calculation gives -8.286 eV. Its relative energy (zero: lowest compared OMol25 entry of this formula, charge and spin) is 4.523 eV. The calculation puts the HOMO-LUMO gap at 0.290 Ha. The total energy comes out at -1444.884576 hartree. As for the SMILES: CCCc1nc2c(s1)CCc1onc(-c3cccc([N+](=O)[O-])c3)c1-2.

=====

5.
C4H11NO2 | wB97M-V/def2-TZVPD

Each line ends with the Löwdin charge.
Geometry (Å):
C -1.5458 0.0556 -1.5409  -0.088
C -0.7697 1.0629 -0.7073  -0.166
C 0.7003 0.6616 -0.6378  -0.530
O 1.4828 0.8889 -1.5400  0.049
N 1.0535 0.0105 0.4988  0.015
C 2.4317 -0.4256 0.7057  -0.063
H -2.2940 0.5279 -2.1845  0.071
H -0.9114 -0.3876 -2.3058  0.080
H -2.0364 -0.7145 -0.9562  0.060
H -1.1576 1.2201 0.2995  0.093
H -0.7564 2.0516 -1.1564  0.112
H 0.4147 -0.2080 1.2406  0.094
H 2.7275 -0.2554 1.7370  0.077
H 3.0876 0.1934 0.1155  0.075
H 2.5222 -1.4697 0.4288  0.082
O -1.5675 -1.2953 1.6856  -0.058
H -2.1155 -0.4968 1.7205  0.045
H -1.2661 -1.4196 2.5968  0.050

For the HOMO energy, the calculation gives -9.389 eV. Its relative energy (zero: lowest compared OMol25 entry of this formula, charge and spin) is 0.438 eV. The calculation puts the HOMO-LUMO gap at 0.359 Ha. The total energy comes out at -364.252088 hartree. As for the SMILES: CCC(=O)NC.O.

=====

6.
C29H34O7PTi | wB97M-V/def2-TZVPD

Each line ends with the Löwdin charge.
Geometry (Å):
Ti 0.0940 -1.0190 -0.8610  1.164
C 2.9492 -0.3886 -1.9047  -0.068
C 2.2627 0.9431 -1.7237  -0.070
O 0.8225 0.7262 -1.8430  -0.264
C 0.2384 0.9909 -3.1479  -0.061
C 0.1695 -0.3074 -3.9495  -0.071
O 0.2020 -1.3960 -2.9939  -0.235
C -0.6163 -2.5317 -3.3818  -0.086
C -0.2265 -3.6489 -2.4545  -0.071
O -0.2077 -3.0975 -1.1080  -0.231
C 0.1998 -4.0743 -0.1220  -0.083
C 0.1695 -3.3262 1.1860  -0.067
O 0.7259 -2.0054 0.9433  -0.267
C 2.1233 -1.7961 1.2732  -0.078
C 2.9566 -1.9880 0.0265  -0.066
O 2.2355 -1.2789 -1.0125  -0.234
H 4.0016 -0.3391 -1.6302  0.158
H 2.8619 -0.7897 -2.9136  0.146
H 2.5719 1.6944 -2.4474  0.160
H 2.4188 1.3288 -0.7161  0.121
H 0.8345 1.7461 -3.6550  0.155
H -0.7468 1.4065 -2.9552  0.132
H -0.7632 -0.3453 -4.5121  0.152
H 1.0097 -0.4320 -4.6319  0.152
H -0.3889 -2.8059 -4.4122  0.166
H -1.6660 -2.2507 -3.2907  0.143
H 0.7742 -4.0259 -2.6759  0.157
H -0.9497 -4.4633 -2.4928  0.164
H 1.1921 -4.4455 -0.3846  0.146
H -0.5071 -4.9047 -0.1226  0.165
H 0.7341 -3.8289 1.9688  0.160
H -0.8464 -3.1575 1.5343  0.132
H 2.4117 -2.4585 2.0874  0.161
H 2.1894 -0.7626 1.6092  0.110
H 3.0551 -3.0294 -0.2780  0.146
H 3.9509 -1.5619 0.1543  0.156
O -2.9632 -0.0303 -2.7208  0.200
C -2.5126 0.2382 -1.6578  -0.422
O -1.5970 -0.6952 -1.0992  -0.177
C -2.7166 1.4172 -0.8103  -0.134
C -3.8269 2.1978 -1.1375  0.037
C -4.1438 3.3166 -0.3851  0.002
C -3.3432 3.6635 0.6922  0.001
C -2.2238 2.9024 1.0091  -0.054
C -1.8818 1.7789 0.2614  -0.256
P -0.4522 0.8356 0.8845  1.154
C -1.0457 0.1087 2.4212  -0.340
C -0.7099 0.6222 3.6740  -0.061
C -1.2963 0.0914 4.8149  -0.029
C -2.2237 -0.9343 4.7133  -0.024
C -2.5841 -1.4291 3.4655  -0.042
C -2.0017 -0.9096 2.3224  -0.107
C 0.8611 2.0451 1.1633  -0.362
C 0.9050 3.1990 0.3733  -0.094
C 1.9779 4.0715 0.4669  -0.034
C 3.0289 3.7967 1.3321  -0.024
C 2.9999 2.6488 2.1141  -0.036
C 1.9275 1.7750 2.0279  -0.111
H -4.4478 1.9007 -1.9725  0.141
H -5.0149 3.9073 -0.6325  0.134
H -3.5855 4.5292 1.2940  0.133
H -1.6177 3.1982 1.8566  0.126
H -0.0212 1.4491 3.7749  0.107
H -1.0368 0.4943 5.7845  0.127
H -2.6852 -1.3349 5.6059  0.128
H -3.3344 -2.2050 3.3867  0.125
H -2.3288 -1.2688 1.3542  0.103
H 0.0934 3.4323 -0.3043  0.115
H 1.9879 4.9758 -0.1270  0.127
H 3.8632 4.4814 1.4062  0.129
H 3.8048 2.4441 2.8075  0.126
H 1.9093 0.9089 2.6783  0.098

For the HOMO energy, the calculation gives -17.139 eV. The calculation puts the HOMO-LUMO gap at 0.259 Ha. The total energy comes out at -2842.095401 hartree. As for the charge: +3.